1.
Density functional theory data (wB97M-V/def2-TZVPD) for a structure of composition C2H4ClI in a non-equilibrium geometry.

Values from the calculation:
E in eV: -22760.7410
HOMO-LUMO gap in eV: 10.073
Relative energy (zero: lowest compared OMol25 entry of this formula, charge and spin) in kJ/mol: 95.4

Positions of all 8 atoms, in Å:
C -0.81771 0.41722 -0.35996
C 0.60373 -0.28595 0.37473
Cl 0.67948 -1.99816 -0.11049
I 2.43430 0.67158 -0.02073
H -0.69994 0.60730 -1.33532
H -0.99244 1.32189 0.33958
H -1.54421 -0.27187 -0.34868
H 0.33677 -0.46201 1.46088

2.
Density functional theory data (wB97M-V/def2-TZVPD) for an isolated molecule of C6H14F2NO2P in a non-equilibrium geometry.

Values from the calculation:
E in eV: -26758.3943
HOMO-LUMO gap in eV: 10.865
Structure (SMILES): CCN[P@](=O)(OC(C)C)C(F)F
Relative energy (zero: lowest compared OMol25 entry of this formula, charge and spin) in kJ/mol: 0.0

Positions of all 26 atoms, in Å:
C -1.61174 0.33694 -3.16010
C -0.65395 1.08315 -2.24722
N -0.19074 0.10863 -1.34173
P -1.15253 -0.10360 -0.05812
O -1.85455 1.17295 0.28809
O -0.20680 -0.81570 1.12562
C 1.02176 -0.24807 1.58062
C 0.74119 0.70308 2.77101
C 1.93386 -1.39605 2.00993
C -2.20355 -1.63114 -0.14072
F -3.39904 -1.50490 -0.77944
F -1.56127 -2.67077 -0.65432
H -2.51736 0.09260 -2.59320
H -1.66182 0.87323 -4.11380
H -1.09912 -0.55693 -3.47021
H 0.07752 1.55191 -2.83760
H -1.09342 2.07648 -1.71285
H 0.34645 -0.58456 -1.79347
H 1.66849 0.30114 0.84643
H 0.33611 -0.02405 3.58314
H 1.50952 1.39615 2.96155
H -0.09426 1.29029 2.40406
H 1.48170 -1.78722 2.97910
H 2.96153 -1.05796 2.28401
H 2.16789 -2.07720 1.11642
H -2.39231 -1.83362 0.93568

3.
Density functional theory data (wB97M-V/def2-TZVPD) for a cluster of 2 separate species, C14H20N3S in total in a non-equilibrium geometry.

Values from the calculation:
E in eV: -30140.9399
HOMO-LUMO gap in eV: 8.074
Net charge: +1
Relative energy (zero: lowest compared OMol25 entry of this formula, charge and spin) in kJ/mol: 9.2

Positions of all 38 atoms, in Å:
C 2.47408 1.97608 -1.38856
C 1.90939 0.80783 -0.59447
N 0.57144 0.38606 -0.98464
C -0.20342 1.27128 -1.50737
N 0.17862 2.53751 -1.83177
C 1.46186 3.08864 -1.44676
C -0.81415 3.47542 -2.26067
C -1.99633 2.61888 -2.68407
S -1.88308 0.97810 -1.92727
H 3.38236 2.34259 -0.90766
H 2.73096 1.63255 -2.39958
H 2.56367 -0.08017 -0.67978
H 1.85912 1.09163 0.47889
H 1.37936 3.63207 -0.48693
H 1.74031 3.82857 -2.19966
H -1.05919 4.17527 -1.44216
H -0.37678 4.06586 -3.07497
H -2.95477 3.04707 -2.39370
H -1.95359 2.46069 -3.76593
C -2.44426 -2.88867 0.32466
N -1.12454 -2.22481 0.38141
C -0.39323 -2.24179 1.61597
C -0.12378 -0.99784 2.18834
C 0.49448 -0.95877 3.43082
C 0.93827 -2.14696 4.03018
C 0.72400 -3.38590 3.40628
C 0.00710 -3.45071 2.20927
C -0.60957 -1.69388 -0.71021
H -2.79146 -3.10706 1.34629
H -3.15331 -2.20852 -0.16281
H -2.38291 -3.83288 -0.23838
H -0.44204 -0.10379 1.64139
H 0.64449 0.00630 3.90306
H 1.47469 -2.10237 4.97645
H 1.12540 -4.29688 3.83934
H -0.20378 -4.40109 1.70931
H 0.49905 -1.65780 -0.78735
H -1.24850 -1.64252 -1.60698